Version P
The molecule C3H4Cl2S. Source: the OMol25 dataset; level of theory: wB97M-V/def2-TZVPD.

Output
HOMO energy (eV): -9.147
Gap between HOMO and LUMO (eV): 9.233
SMILES string: C=C(CCl)SCl

Geometry as ORCA input:
```
! wB97M-V def2-TZVPD RIJCOSX def2/J DEFGRID3
* xyz 0 1
H 2.023 0.302 1.345
H -1.682 0.573 0.626
H 0.387 -0.464 2.007
C 0.243 0.228 0.020
Cl 0.962 0.024 -2.800
H -1.510 -0.053 -1.286
C -1.130 -0.128 -0.153
Cl -1.259 -1.819 0.312
S 1.017 1.288 -1.243
C 0.950 0.049 1.173
*
```



Version Q
The molecule C3H4Cl2S. Source: the OMol25 dataset; level of theory: wB97M-V/def2-TZVPD.

Output
HOMO energy (eV): -9.273
Gap between HOMO and LUMO (eV): 8.484
SMILES string: CC(=S)C(Cl)Cl

Geometry as ORCA input:
```
! wB97M-V def2-TZVPD RIJCOSX def2/J DEFGRID3
* xyz 0 1
S 1.242 1.901 0.462
H -1.384 1.544 0.631
Cl -1.726 -0.689 1.284
C 1.045 -0.720 -0.195
C -1.149 0.527 0.098
Cl -1.893 0.081 -1.449
H 1.961 -0.865 0.419
C 0.431 0.545 0.167
H 1.241 -0.812 -1.289
H 0.232 -1.511 -0.128
*
```



version Q comes first in stability; the runner-up is 0.0112 hartree higher.



Version P
The molecule C4H6ClF2N. Source: the OMol25 dataset; level of theory: wB97M-V/def2-TZVPD.

Output
HOMO energy (eV): -10.403
Gap between HOMO and LUMO (eV): 10.978
SMILES string: FC[C@H]1N[C@@H]1[C@H](F)Cl

Geometry as ORCA input:
```
! wB97M-V def2-TZVPD RIJCOSX def2/J DEFGRID3
* xyz 0 1
C 0.467 0.169 0.426
H -1.175 1.279 1.012
C -1.611 -0.988 -0.172
H 2.295 1.111 0.865
C -0.562 0.001 -0.561
F 2.134 1.302 -0.986
C 1.893 0.522 0.091
H -1.564 -1.136 0.977
F -2.779 -0.298 -0.633
H -0.468 0.007 -1.602
H 0.205 -0.293 1.496
H -1.466 -1.899 -0.892
Cl 3.097 -0.971 -0.255
N -0.468 1.193 0.235
*
```



Version Q
The molecule C4H6ClF2N. Source: the OMol25 dataset; level of theory: wB97M-V/def2-TZVPD.

Output
HOMO energy (eV): -9.778
Gap between HOMO and LUMO (eV): 10.671
SMILES string: N[C@H]1C[C@H](Cl)C1(F)F

Geometry as ORCA input:
```
! wB97M-V def2-TZVPD RIJCOSX def2/J DEFGRID3
* xyz 0 1
C -0.730 -0.019 0.450
H -2.329 0.363 -0.797
F 0.821 1.733 1.083
C 1.193 -0.015 -0.484
H 0.366 -1.981 0.187
H -1.219 0.224 1.446
H 0.972 -0.182 -1.540
Cl 2.993 0.165 -0.330
H -2.008 -1.270 -0.590
F -0.122 2.011 -0.888
N -1.630 -0.349 -0.612
C 0.510 -0.944 0.534
H 0.936 -0.813 1.521
C 0.247 1.075 0.019
*
```



version Q comes first in stability; the runner-up is 0.0798 hartree higher.



Version P
C3H7IO2 as an isolated structure. Source: the OMol25 dataset; level of theory: wB97M-V/def2-TZVPD.

Output
HOMO energy (eV): -8.219
Gap between HOMO and LUMO (eV): 7.921

Geometry as ORCA input:
```
! wB97M-V def2-TZVPD RIJCOSX def2/J DEFGRID3
* xyz 0 1
C 0.327 0.759 -0.165
O 1.031 1.302 0.791
C -0.112 -0.648 -0.414
I 2.284 0.605 -2.103
O -0.565 1.701 -0.689
H 0.791 -1.284 -0.627
H -0.666 -0.670 -1.450
C -0.973 -1.262 0.691
H 1.582 0.701 1.182
H -0.246 -1.170 1.556
H -0.293 2.540 -0.236
H -1.524 -2.211 0.492
H -1.636 -0.364 0.971
*
```



Version Q
The molecule C3H7IO2. Source: the OMol25 dataset; level of theory: wB97M-V/def2-TZVPD.

Output
HOMO energy (spin up / spin down) (eV): -7.533 / -8.414
Gap between HOMO and LUMO (spin up / spin down) (eV): 6.919 / 8.421

Geometry as ORCA input:
```
! wB97M-V def2-TZVPD RIJCOSX def2/J DEFGRID3
* xyz 0 1
H -1.054 -0.773 1.073
H 0.107 -0.120 -2.411
C 0.499 -0.478 -0.329
H -0.382 1.253 -1.167
H -1.286 -0.300 -1.252
O 2.192 2.639 0.383
C -0.370 0.168 -1.293
C -0.042 -1.237 0.836
I 2.496 -0.345 -0.412
H 0.677 -1.245 1.732
H 1.604 2.760 1.187
O 2.855 1.536 0.953
H -0.171 -2.249 0.668
*
```



version P comes first in stability; the runner-up is 0.2021 hartree higher.



Version P
The molecule C4H10FOP. Source: the OMol25 dataset; level of theory: wB97M-V/def2-TZVPD.

Output
HOMO energy (eV): -8.217
Gap between HOMO and LUMO (eV): 8.659
SMILES string: CC(C)O[PH2]=CF

Geometry as ORCA input:
```
! wB97M-V def2-TZVPD RIJCOSX def2/J DEFGRID3
* xyz 0 1
H 2.175 -1.231 -1.430
H -2.211 -1.304 -0.738
H -2.923 0.349 -0.646
O 0.143 -0.745 -0.264
H 1.520 0.723 -1.440
H 3.458 1.483 0.428
H -2.059 0.816 1.786
C -1.402 0.038 1.442
H -1.836 -0.945 1.530
C -2.029 -0.294 -0.930
P 1.766 -0.158 -0.540
F 3.995 -0.423 0.959
C 3.459 0.377 0.066
H -1.961 -0.299 -1.957
H -0.616 1.178 -0.323
H -0.586 0.305 2.130
C -0.893 0.130 -0.074
*
```



Version Q
The molecule C4H10FOP. Source: the OMol25 dataset; level of theory: wB97M-V/def2-TZVPD.

Output
HOMO energy (eV): -10.121
Gap between HOMO and LUMO (eV): 10.873
SMILES string: C[C@H](F)P(C)(C)=O

Geometry as ORCA input:
```
! wB97M-V def2-TZVPD RIJCOSX def2/J DEFGRID3
* xyz 0 1
H 2.524 -1.692 -0.128
O -0.515 0.809 1.910
H -1.926 2.435 -0.608
F 1.941 1.049 -0.369
P -0.578 0.533 0.482
H -1.928 -1.290 1.059
C 1.969 -1.123 0.552
H -1.100 -1.700 -0.595
C -0.968 1.889 -0.650
H -0.146 2.665 -0.571
H 1.265 -1.677 1.129
H 2.573 -0.793 1.325
H -2.665 -0.945 -0.510
C -1.715 -1.012 0.057
C 1.086 0.005 -0.191
H -0.782 1.399 -1.603
H 0.965 -0.551 -1.290
*
```



version Q comes first in stability; the runner-up is 0.1201 hartree higher.